(1)
{"formula": "C34H55HgN4OP2S", "method": "ωB97M-V/def2-TZVPD", "e_lumo_ev": -2.3, "total_charge": 1, "symbols": ["C", "C", "C", "C", "C", "H", "H", "H", "N", "P", "P", "C", "H", "H", "C", "O", "C", "H", "C", "C", "C", "C", "C", "H", "H", "H", "C", "H", "H", "H", "C", "H", "H", "H", "C", "H", "H", "H", "C", "H", "H", "H", "C", "H", "H", "H", "C", "H", "H", "H", "C", "H", "H", "H", "C", "H", "H", "H", "C", "H", "H", "H", "C", "H", "H", "H", "C", "H", "H", "H", "Hg", "N", "C", "C", "C", "C", "C", "H", "C", "H", "C", "H", "H", "H", "C", "N", "C", "S", "N", "C", "H", "H", "H", "H", "H", "H", "H", "H"], "positions_angstrom": [[-2.0414, -1.8955, -1.0633], [0.0592, -1.5990, -2.1227], [-2.4421, -2.7893, -2.0629], [-0.3102, -2.4740, -3.1583], [-1.5613, -3.0916, -3.1140], [-3.4441, -3.2256, -2.0257], [0.3839, -2.6565, -3.9833], [-1.8635, -3.7870, -3.9036], [-0.7893, -1.3534, -1.0797], [-2.5387, 0.3493, 0.5116], [2.0354, -0.5848, -0.4010], [-2.9694, -1.4255, 0.0286], [-4.0220, -1.5793, -0.2644], [-2.7847, -2.0019, 0.9555], [0.2968, 1.5260, 1.6613], [0.5932, 2.4169, 2.3699], [1.2937, -0.7519, -2.1467], [2.0003, -1.0948, -2.9165], [3.4764, 0.6836, -0.6192], [2.7521, -2.3126, 0.0094], [-3.3401, 1.4543, -0.8324], [-3.4670, 0.5873, 2.1697], [3.0749, 2.0340, 0.0162], [3.1505, 1.9941, 1.1134], [3.7812, 2.8021, -0.3512], [2.0527, 2.3428, -0.2403], [4.7291, 0.2025, 0.1432], [4.5448, 0.1506, 1.2295], [5.1007, -0.7742, -0.2032], [5.5348, 0.9411, -0.0225], [3.8117, 0.9016, -2.1088], [4.8507, 1.2729, -2.1890], [3.7415, -0.0241, -2.7022], [3.1561, 1.6616, -2.5637], [3.3682, -2.2834, 1.4270], [3.0106, -1.4109, 1.9954], [3.0459, -3.1933, 1.9672], [4.4666, -2.2726, 1.4173], [1.5832, -3.3240, 0.0389], [0.6822, -2.9009, 0.5074], [1.3233, -3.6868, -0.9675], [1.9007, -4.1969, 0.6388], [3.7778, -2.8057, -1.0297], [3.9023, -2.0806, -1.8531], [4.7678, -3.0074, -0.5918], [3.4125, -3.7514, -1.4726], [-3.1966, 2.0148, 2.6887], [-3.1435, 1.9872, 3.7929], [-2.2327, 2.3989, 2.3138], [-3.9920, 2.7246, 2.4113], [-2.8869, -0.4023, 3.1989], [-2.8576, -1.4371, 2.8212], [-1.8677, -0.1188, 3.5010], [-3.5361, -0.3900, 4.0945], [-4.9824, 0.3179, 2.0559], [-5.3024, -0.2734, 2.9341], [-5.5867, 1.2352, 2.0337], [-5.2196, -0.2788, 1.1585], [-2.6349, 1.1406, -2.1701], [-3.3537, 0.9641, -2.9883], [-2.0168, 2.0139, -2.4498], [-1.9654, 0.2734, -2.0750], [-3.0199, 2.9188, -0.4539], [-1.9756, 2.9920, -0.1043], [-3.1375, 3.5513, -1.3545], [-3.6946, 3.3104, 0.3231], [-4.8528, 1.2580, -1.0366], [-5.1032, 0.2175, -1.3093], [-5.4443, 1.5431, -0.1522], [-5.1785, 1.9050, -1.8728], [-0.1370, 0.0999, 0.4381], [0.1101, 1.2463, -1.3699], [0.7201, 0.7036, -2.3559], [0.8549, 1.3499, -3.6911], [0.8659, 2.7629, -3.7495], [0.9617, 0.6310, -4.9011], [0.9850, 3.4292, -4.9708], [0.7757, 3.3065, -2.8040], [1.0766, 1.3007, -6.1278], [0.9475, -0.4632, -4.8947], [1.0909, 2.7012, -6.1690], [0.9964, 4.5245, -4.9938], [1.1548, 0.7232, -7.0556], [1.1836, 3.2237, -7.1271], [1.7065, 0.8822, 5.0351], [1.4878, -0.0021, 3.9079], [0.4273, -0.9608, 3.8199], [-0.0902, -1.5115, 2.3576], [-0.2041, -1.5460, 4.9690], [0.3701, -1.6560, 6.2932], [0.9202, 0.7911, 5.8075], [1.6623, 1.9346, 4.6884], [2.7102, 0.6966, 5.4703], [2.0602, 0.1850, 3.0759], [-1.0873, -2.0613, 4.8272], [-0.2768, -1.1296, 7.0265], [0.4186, -2.7294, 6.5740], [1.4081, -1.2819, 6.3450]], "mulliken_charge": [0.0645, -0.2984, -1.0539, -0.6001, -1.1078, 0.5253, 0.5568, 0.4467, 0.5602, -1.1059, -0.2453, -1.3198, 0.7694, 0.4868, -0.0831, -0.3215, -1.6751, 1.4880, 2.2476, 2.5730, 2.3294, 2.9210, -1.6537, 0.2370, 0.5159, 0.1782, -1.6060, 0.2619, 0.3002, 0.5576, -1.6652, 0.6135, 0.1201, 0.3514, -1.2692, -0.0521, 0.3622, 0.3608, -1.8209, -0.0564, 0.3394, 0.7121, -1.6003, 0.3001, 0.4308, 0.3464, -1.8490, 0.4636, 0.2441, 0.3786, -2.3397, 0.5032, 0.3239, 0.6687, -1.5361, 0.3282, 0.3804, 0.3210, -1.4706, 0.3589, 0.2845, 0.0432, -1.7915, 0.3343, 0.5112, 0.3344, -1.6885, 0.3741, 0.2939, 0.5050, 2.1533, -0.4725, 0.4565, -0.0662, -0.2279, -0.2544, -0.6688, 0.3353, -0.7413, 0.2836, -0.5542, 0.4014, 0.4169, 0.3789, -1.3042, 0.1257, 0.3068, -0.2143, 0.0134, -1.1614, 0.4858, 0.2982, 0.3533, -0.1427, 0.3301, 0.3343, 0.3116, 0.4257]}


(2)
{"formula": "C24H30NO6Sm", "method": "ωB97M-V/def2-TZVPD", "e_above_lowest_kj_mol": 0.0, "e_lumo_ev": 4.1, "spin_multiplicity": 6, "total_charge": -2, "symbols": ["C", "C", "C", "C", "H", "H", "C", "H", "H", "C", "H", "H", "C", "C", "C", "O", "O", "O", "O", "C", "H", "H", "H", "C", "H", "H", "H", "O", "H", "H", "C", "C", "H", "H", "H", "H", "H", "H", "Sm", "C", "C", "C", "H", "C", "C", "H", "H", "H", "H", "C", "C", "C", "H", "C", "C", "H", "H", "H", "H", "O", "C", "N"], "positions_angstrom": [[1.3099, 1.0491, -2.7253], [0.1446, 1.0299, -1.7174], [2.5972, 0.6873, -1.9526], [2.2384, 0.6561, -0.4264], [3.3265, 1.4730, -2.1706], [3.0125, -0.2499, -2.3335], [0.7865, 1.4586, -0.4174], [-0.2523, 0.0027, -1.6143], [-0.6475, 1.7198, -2.0611], [-0.2472, 1.6856, 0.7413], [1.1315, 2.5016, -0.5860], [2.9272, 1.3508, 0.0877], [2.4934, -0.6763, 0.1612], [0.9700, 0.1608, -3.9132], [1.4539, 2.4187, -3.3982], [2.5200, 2.9176, -3.7264], [0.4540, -0.9461, -3.7970], [1.2719, 0.7132, -5.0968], [0.2887, 3.0471, -3.6257], [0.4882, 4.2528, -4.3692], [-0.5084, 4.6479, -4.5493], [0.9990, 4.0101, -5.3058], [1.0971, 4.9571, -3.7933], [0.9752, -0.1329, -6.2073], [1.4666, -1.1051, -6.0906], [1.3621, 0.4029, -7.0707], [-0.1073, -0.2826, -6.2897], [-1.0676, 0.6929, 1.2818], [-0.9469, 2.4251, 0.3377], [0.2900, 2.1884, 1.5676], [2.9654, -0.7569, 1.5780], [2.0368, -1.8908, -0.5488], [2.8983, -2.4058, -1.0110], [1.3109, -1.7371, -1.3737], [1.6080, -2.6071, 0.1738], [2.4991, -1.5869, 2.1451], [2.8017, 0.1889, 2.1376], [4.0553, -0.9405, 1.5923], [-1.3697, -0.8702, 2.5869], [-1.8521, -0.2551, 5.3259], [-1.2174, 0.9200, 4.8137], [-2.0740, 1.4831, 3.8204], [-0.2672, 1.3419, 5.1479], [-3.2332, 0.6493, 3.7024], [-3.0912, -0.4299, 4.6350], [-3.8352, -1.2018, 4.8417], [-1.4772, -0.8738, 6.1451], [-1.9039, 2.4245, 3.2951], [-4.0850, 0.8356, 3.0425], [-1.8377, -3.5228, 1.5052], [-2.9853, -3.1976, 2.2874], [-3.5973, -2.0330, 1.7200], [-3.3727, -3.7805, 3.1247], [-2.8252, -1.6403, 0.5784], [-1.7257, -2.5572, 0.4543], [-0.9707, -2.5465, -0.3365], [-1.1767, -4.3801, 1.6463], [-4.5122, -1.5494, 2.0675], [-3.0379, -0.8142, -0.1046], [0.2433, -3.9022, 5.5870], [0.1437, -3.1133, 4.6949], [0.0577, -2.3068, 3.7861]], "lowdin_spin": [0.0000, 0.0000, 0.0000, 0.0000, 0.0000, 0.0000, 0.0003, 0.0000, 0.0000, -0.0004, -0.0001, 0.0000, 0.0004, 0.0000, 0.0000, 0.0000, 0.0000, 0.0000, 0.0000, 0.0000, 0.0000, 0.0000, 0.0000, 0.0000, 0.0000, 0.0000, 0.0000, -0.0130, -0.0001, -0.0002, 0.0002, 0.0000, 0.0000, 0.0000, 0.0001, 0.0001, 0.0000, 0.0000, 5.0615, -0.0064, -0.0028, -0.0023, 0.0003, -0.0043, -0.0041, 0.0002, -0.0002, -0.0001, 0.0003, -0.0037, -0.0031, -0.0046, 0.0001, -0.0061, -0.0040, 0.0003, -0.0001, 0.0002, 0.0000, -0.0002, -0.0001, -0.0082]}


(3)
{"formula": "C14H21FN4O3PSc", "method": "ωB97M-V/def2-TZVPD", "e_above_lowest_kj_mol": 85.1, "e_lumo_ev": -0.1, "total_charge": 0, "symbols": ["Sc", "C", "N", "C", "C", "C", "C", "C", "N", "C", "C", "C", "C", "C", "C", "H", "H", "H", "H", "H", "H", "H", "H", "H", "H", "H", "O", "N", "C", "P", "O", "O", "C", "N", "H", "H", "H", "H", "H", "H", "H", "H", "H", "H", "F"], "positions_angstrom": [[0.6935, -0.7282, -0.2701], [-0.0614, -0.2603, 3.1052], [0.9077, -0.4500, 2.0305], [2.1293, -0.1377, 2.2831], [3.1676, -0.2750, 1.3145], [4.5379, -0.0908, 1.4611], [5.1066, -0.3769, 0.2129], [4.0511, -0.7156, -0.6275], [2.8715, -0.6577, 0.0226], [-1.0360, 0.8822, 2.9212], [-1.7926, 1.0441, 1.7641], [-2.7057, 2.0823, 1.6643], [-2.8869, 2.9691, 2.7170], [-2.1447, 2.8107, 3.8767], [-1.2266, 1.7736, 3.9725], [0.4746, -0.1035, 4.0473], [-0.6242, -1.1925, 3.2080], [2.4155, 0.2304, 3.2724], [5.0469, 0.2077, 2.3647], [6.1509, -0.3471, -0.0530], [4.0924, -0.9985, -1.6694], [-1.6755, 0.3854, 0.9164], [-3.2805, 2.1933, 0.7532], [-3.6022, 3.7777, 2.6335], [-2.2750, 3.4939, 4.7065], [-0.6460, 1.6564, 4.8808], [-0.3427, -2.2948, -0.0527], [-1.2081, -3.5102, -2.3624], [-1.6697, -2.5020, -3.3144], [-1.0379, -0.9139, -2.7193], [-1.9020, -0.3144, -1.6621], [0.4821, -0.9547, -2.5214], [-1.1292, 0.4170, -4.0120], [-0.4841, 1.5118, -3.1991], [-1.0042, -2.7950, -0.5522], [-0.1957, -3.5393, -2.3452], [-1.5575, -4.4330, -2.5864], [-2.7561, -2.4163, -3.2981], [-1.3343, -2.7104, -4.3385], [-2.1566, 0.7101, -4.2137], [-0.5665, 0.2789, -4.9319], [0.4554, 1.1954, -2.9259], [-0.9638, 1.5765, -2.2796], [-0.4357, 2.4133, -3.6644], [0.1180, 1.1081, -0.5293]], "mulliken_charge": [1.3338, -1.3342, 0.1016, 0.1646, -0.0256, -0.7882, -0.6428, -0.5421, -0.0995, 0.7526, 0.0723, -0.7436, -0.4089, -0.5981, -0.5314, 0.4136, 0.3428, 0.3239, 0.4423, 0.4017, 0.4969, 0.4497, 0.4258, 0.3693, 0.3649, 0.3002, -0.7980, -0.5601, -0.5632, 1.0520, -0.7120, -0.9595, -0.7420, -0.2813, 0.3253, 0.2051, 0.2232, 0.3619, 0.4106, 0.3789, 0.4164, 0.2745, 0.2088, 0.3911, -0.6735]}


(4)
{"formula": "C12H48N2O11", "method": "ωB97M-V/def2-TZVPD", "e_above_lowest_kj_mol": 18.7, "e_lumo_ev": 0.2, "total_charge": 0, "symbols": ["C", "O", "C", "C", "C", "N", "H", "H", "H", "H", "H", "H", "H", "H", "H", "H", "H", "C", "O", "C", "C", "C", "N", "H", "H", "H", "H", "H", "H", "H", "H", "H", "H", "H", "C", "C", "O", "H", "H", "H", "H", "H", "H", "C", "C", "O", "H", "H", "H", "H", "H", "H", "O", "H", "H", "O", "H", "H", "O", "H", "H", "O", "H", "H", "O", "H", "H", "O", "H", "H", "O", "H", "H"], "positions_angstrom": [[3.6709, -3.5162, 3.4741], [3.2193, -2.2025, 3.3620], [2.8824, -1.5559, 4.6037], [2.5723, -0.1151, 4.1071], [1.7159, 0.6080, 5.0564], [1.8215, -0.1848, 2.8370], [4.4037, -3.7146, 4.2562], [4.2390, -3.7650, 2.5777], [2.8172, -4.1518, 3.7093], [2.0391, -1.9291, 5.1848], [3.7019, -1.5611, 5.3224], [3.4927, 0.4658, 4.0476], [0.8220, 0.1202, 5.4448], [1.3929, 1.5871, 4.7026], [2.3461, 0.6386, 5.9452], [0.8860, -0.4158, 3.1397], [2.2648, -1.0494, 2.5612], [2.0772, 3.8012, -2.4641], [0.7280, 3.2862, -2.6782], [-0.3214, 3.8249, -1.8453], [-1.6582, 3.4562, -2.5190], [-2.8552, 4.2636, -2.0033], [-2.1300, 2.0997, -2.2275], [2.2393, 4.8611, -2.6602], [2.7495, 3.1706, -3.0457], [2.3226, 3.8573, -1.4035], [-0.1827, 3.3424, -0.8778], [-0.1581, 4.8989, -1.7556], [-1.6647, 3.5973, -3.5998], [-2.7941, 4.2989, -0.9155], [-3.7977, 3.7970, -2.2895], [-2.7272, 5.2654, -2.4134], [-2.8194, 1.8663, -2.9278], [-1.4048, 1.4223, -2.4153], [-1.6404, -1.4457, -3.6715], [-2.7844, -0.8293, -4.4987], [-3.8608, -0.4724, -3.5894], [-0.9489, -0.7628, -3.1779], [-1.1005, -2.1156, -4.3407], [-2.0339, -2.1511, -2.9395], [-3.2641, -1.5951, -5.1083], [-2.4301, 0.0005, -5.1103], [-4.5937, -0.0473, -4.0406], [3.1830, -2.7390, -0.1295], [1.6416, -3.1342, -0.1534], [1.3096, -3.6128, -1.4214], [3.5054, -2.5834, 0.9000], [3.3790, -1.8468, -0.7241], [3.8539, -3.5445, -0.4283], [1.0196, -2.3200, 0.2185], [1.5063, -3.9474, 0.5597], [0.5539, -4.1793, -1.2494], [-1.9533, -2.8528, 0.1077], [-1.7694, -2.5950, 1.0110], [-2.2191, -2.0410, -0.3242], [-3.1167, 1.8767, 0.2602], [-2.6955, 2.0181, -0.5876], [-4.0332, 2.1116, 0.1150], [-1.5274, 1.0890, 2.4809], [-0.8694, 0.5426, 2.0511], [-1.9563, 1.5567, 1.7643], [-2.8646, -0.7074, -1.0277], [-3.3152, 0.0143, -0.5892], [-3.4116, -0.9053, -1.7879], [-0.8183, -1.6550, 2.3166], [-1.1115, -1.6791, 3.2274], [-0.2041, -2.3854, 2.2427], [1.7000, 0.7560, -1.7504], [1.0515, 0.3883, -1.1501], [1.7809, 1.6720, -1.4846], [-0.3269, 0.1635, -0.1741], [-0.3579, -0.4805, 0.5334], [-1.1687, 0.0709, -0.6201]], "mulliken_charge": [-0.9089, -0.2639, -0.8700, 0.5104, -1.7441, -0.4378, 0.3657, 0.2644, 0.3392, 0.3081, 0.4517, 0.3304, 0.3681, 0.3628, 0.4655, 0.0895, 0.4471, -1.0173, -0.3765, -0.5213, 0.3330, -1.6675, -0.1909, 0.3312, 0.3185, 0.4365, 0.2112, 0.4461, 0.4927, 0.3883, 0.3791, 0.4590, 0.1334, -0.1250, -0.9670, -0.2130, -0.5696, 0.1456, 0.4467, 0.2224, 0.3914, 0.2847, 0.2684, -0.8643, 0.5344, -0.5490, -0.0177, 0.2355, 0.3970, -0.2823, 0.3922, 0.3019, -0.7216, 0.4199, 0.4492, -0.7621, 0.4779, 0.2311, -0.7367, 0.2337, 0.3399, -0.6399, 0.2100, 0.1885, -0.7299, 0.2782, 0.2742, -0.6751, 0.3983, 0.3355, 0.0465, -0.0786, 0.1948]}


(5)
{"formula": "C3H7NO2", "method": "ωB97M-V/def2-TZVPD", "e_above_lowest_kj_mol": 94.2, "e_lumo_ev": 0.9, "total_charge": 0, "symbols": ["C", "O", "C", "O", "C", "N", "H", "H", "H", "H", "H", "H", "H"], "positions_angstrom": [[2.1784, 0.0789, -0.1844], [0.8605, -0.4635, -0.0547], [-0.0449, 0.3984, 0.4504], [0.2238, 1.5470, 0.7156], [-1.4231, -0.2387, 0.5930], [-2.1300, -0.4438, -0.6635], [2.7739, -0.6602, -0.7200], [2.6062, 0.2613, 0.8046], [2.1582, 1.0241, -0.7300], [-2.0257, 0.4097, 1.2363], [-1.3200, -1.2036, 1.0966], [-2.1551, 0.4301, -1.1807], [-1.6648, -1.1411, -1.2387]], "mulliken_charge": [-0.6280, -0.3042, 0.6883, -0.5579, -0.5674, -0.5951, 0.2266, 0.2764, 0.3037, 0.3102, 0.3369, 0.2406, 0.2700]}


(6)
{"formula": "C7H14N2O3P", "method": "ωB97M-V/def2-TZVPD", "e_above_lowest_kj_mol": 74.5, "e_lumo_ev": -3.2, "total_charge": 1, "symbols": ["C", "C", "C", "C", "C", "C", "C", "N", "N", "O", "O", "O", "P", "H", "H", "H", "H", "H", "H", "H", "H", "H", "H", "H", "H", "H", "H"], "positions_angstrom": [[0.7581, 0.2859, -0.2593], [-3.6729, -1.4279, -1.8188], [-3.5507, -1.8680, -0.2807], [1.8796, 2.5096, 0.2392], [3.0938, 0.2410, 0.7543], [1.0938, 0.9685, 2.0701], [1.7354, 0.9931, 0.6199], [-0.4284, 0.7352, -0.2209], [1.0688, -0.8563, -0.8616], [-2.4902, -0.6224, -2.1070], [-2.2204, -1.5181, 0.0805], [-0.0593, -1.4507, -1.5409], [-1.3703, -0.6927, -0.9707], [-3.6977, -2.2768, -2.5698], [-4.5121, -0.7325, -2.1164], [-4.2903, -1.3338, 0.4209], [-3.7693, -2.8960, -0.1072], [2.0878, 2.6179, -0.8601], [0.8649, 3.0086, 0.3466], [2.6680, 2.8653, 0.7702], [3.6367, 0.7311, 1.6318], [3.8145, 0.1753, -0.0758], [2.7422, -0.7277, 1.1123], [1.7606, 0.9378, 2.8605], [0.6083, -0.0604, 2.1415], [0.2518, 1.5457, 1.9115], [1.9972, -1.1514, -1.1704]], "mulliken_charge": [-0.0475, -0.2733, -0.2170, -1.5784, -1.7847, -1.4964, 1.9319, -0.4981, -0.0662, -0.3662, -0.3480, -0.3201, 0.9592, 0.2848, 0.2767, 0.2740, 0.3046, 0.3443, 0.3529, 0.4886, 0.3710, 0.3244, 0.5482, 0.4309, 0.3449, 0.4635, 0.2957]}